The following is a quantum chemistry calculation of a 2-piece molecular cluster, C4H8Cl2N overall in a non-equilibrium geometry, from OMol25.

* charge: +1
* E_tot: -30800.00915 eV
* E_LUMO (alpha / beta): -5.11 / -4.82 eV
* relative energy (zero: lowest compared OMol25 entry of this formula, charge and spin): 105.6 kcal/mol

Each atom is followed by the atoms it is bonded to, with distances in Å.
Atoms and positions in Å:
1 C 0.467 1.952 -2.133  C2 1.574, C3 1.464, H8 1.120, H9 1.093
2 C 1.716 1.626 -1.233  C1 1.574, C3 1.443, Cl6 1.895, H10 1.029
3 C 0.507 2.199 -0.691  C1 1.464, C2 1.443, Cl7 1.655
4 C -1.390 -0.834 1.563  N5 1.489, H11 1.021, H12 1.057
5 N -0.057 -1.412 1.242  C4 1.489, H13 1.097, H14 1.102, H15 1.033
6 Cl 1.694 -0.261 -1.062  C2 1.895
7 Cl -0.469 1.653 0.530  C3 1.655
8 H 0.423 2.725 -2.942  C1 1.120
9 H -0.077 1.170 -2.670  C1 1.093
10 H 2.709 1.893 -1.252  C2 1.029
11 H -2.048 -1.149 0.847  C4 1.021
12 H -1.693 -0.706 2.567  C4 1.057
13 H 0.165 -1.138 0.204  N5 1.097
14 H -0.129 -2.492 1.450  N5 1.102
15 H 0.502 -0.924 1.961  N5 1.033